No. 1
Formula: C4H9O2
Source: OMol25
Level of theory: ωB97M-V/def2-TZVPD

Geometry as XYZ:
```
15
Properties=species:S:1:pos:R:3
C -1.39 -0.36 1.13
C -0.41 0.75 1.54
H -2.01 0.00 0.31
H -0.78 -1.16 0.70
H -1.91 -0.92 1.91
H -0.13 1.56 0.85
H -0.78 1.29 2.41
H 0.64 0.44 1.57
C 0.47 0.04 -1.83
C 1.75 -0.47 -1.02
O 1.49 -1.48 -0.31
O 2.80 0.17 -1.14
H 0.60 0.24 -2.90
H -0.15 0.72 -1.25
H -0.20 -0.83 -1.97
```

Calculated values
E_LUMO   4.084 eV
ΔE to the lowest compared entry with this formula, charge and spin   19.8 kcal per mole
Electronic energy   -8389.634 eV
Charge   -1
Strongest force on any atom   0.0446 Eh/bohr
Kohn-Sham gap   8.04 eV

Charges computed using natural (NBO), reported in e: -0.6526, -0.6483, 0.1970, 0.2609, 0.1938, 0.2139, 0.1811, 0.2470, -0.7663, 0.7714, -0.8063, -0.7734, 0.1915, 0.1979, 0.1923


No. 2
Formula: C4H9O2P
Source: OMol25
Level of theory: ωB97M-V/def2-TZVPD

Geometry as XYZ:
```
16
Properties=species:S:1:pos:R:3
C 3.34 0.59 -0.10
C 2.54 -0.42 0.16
C -3.26 -1.81 0.46
C -0.76 1.53 -0.61
O -2.09 -1.66 1.00
O -1.44 0.34 -0.31
P -0.87 -0.70 0.87
H 4.13 0.89 0.58
H 3.26 1.18 -1.00
H 2.63 -1.01 1.06
H 1.77 -0.72 -0.53
H -3.61 -1.13 -0.30
H -3.85 -2.64 0.81
H -0.26 1.94 0.27
H -1.51 2.24 -0.96
H -0.02 1.37 -1.40
```

Calculated values
E_LUMO (alpha / beta)   0.211 / 0.734 eV
ΔE to the lowest compared entry with this formula, charge and spin   109.8 kcal per mole
Electronic energy   -17674.256 eV
Strongest force on any atom   0.0419 Eh/bohr
Kohn-Sham gap (alpha / beta)   7.71 / 7.70 eV

Charges computed using natural (NBO), reported in e: -0.3876, -0.3872, -0.0902, -0.2482, -0.7245, -0.8199, 1.0215, 0.1921, 0.1893, 0.1959, 0.1901, 0.1635, 0.1593, 0.1781, 0.1915, 0.1763